[1]
ORCA calculation (ωB97M-V/def2-TZVPD) on one molecule with the formula C19H28N2O2.

Highest occupied orbital energy: -7.911 eV
Structure (SMILES): CC(C)CC(=O)Nc1ccc(C(=O)CN2CCC(C)CC2)cc1
Kohn-Sham gap: 8.216 eV
ΔE to the lowest compared entry with this formula, charge and spin: 0.997 eV

The geometry in ORCA input format:
```
! RIJCOSX wB97M-V def2-TZVPD def2/J DEFGRID3
* xyz 0 1
C -7.04 -1.25 -1.03
C -6.86 0.12 -0.37
C -6.14 1.08 -1.31
C -6.13 -0.02 0.98
C -4.72 -0.55 0.82
O -4.46 -1.73 0.80
N -3.78 0.44 0.70
C -2.41 0.33 0.52
C -1.74 -0.89 0.45
C -0.37 -0.91 0.27
C 0.37 0.27 0.17
C 1.84 0.14 0.00
O 2.34 -0.93 -0.27
C 2.65 1.42 0.22
N 4.08 1.39 0.27
C 4.83 1.20 -0.95
C 5.20 -0.26 -1.25
C 5.95 -0.86 -0.06
C 6.31 -2.32 -0.32
C 5.08 -0.72 1.18
C 4.71 0.76 1.41
C -0.30 1.49 0.25
C -1.67 1.51 0.41
H -7.61 -1.91 -0.38
H -7.56 -1.14 -1.97
H -6.07 -1.71 -1.21
H -7.86 0.53 -0.15
H -5.17 0.69 -1.59
H -6.73 1.22 -2.21
H -6.01 2.06 -0.84
H -6.12 0.95 1.49
H -6.68 -0.73 1.60
H -4.13 1.39 0.73
H -2.30 -1.81 0.53
H 0.15 -1.85 0.21
H 2.37 2.10 -0.60
H 2.30 1.87 1.15
H 4.25 1.62 -1.78
H 5.75 1.79 -0.86
H 4.30 -0.84 -1.43
H 5.82 -0.29 -2.15
H 6.88 -0.29 0.09
H 6.85 -2.73 0.53
H 6.94 -2.41 -1.20
H 5.41 -2.90 -0.48
H 5.60 -1.09 2.06
H 4.17 -1.30 1.05
H 4.05 0.85 2.27
H 5.63 1.32 1.62
H 0.23 2.42 0.16
H -2.19 2.46 0.46
*
```



[2]
ORCA calculation (ωB97M-V/def2-TZVPD) on one molecule with the formula C19H28N4O5S in a non-equilibrium geometry.

Highest occupied orbital energy: -8.632 eV
Structure (SMILES): O=C(CN(C[C@@H]1CCCO1)C(=O)CCC(=O)Nc1nccs1)NC[C@H]1CCCO1
Kohn-Sham gap: 9.189 eV
ΔE to the lowest compared entry with this formula, charge and spin: 0.738 eV

The geometry in ORCA input format:
```
! RIJCOSX wB97M-V def2-TZVPD def2/J DEFGRID3
* xyz 0 1
O 3.41 0.90 -2.74
C 2.34 0.33 -2.66
C 1.00 1.03 -2.92
N -0.03 0.59 -2.01
C -1.14 -0.17 -2.54
C -2.17 0.73 -3.26
C -2.85 1.72 -2.29
C -4.34 1.51 -2.56
C -4.36 0.06 -3.05
O -3.19 -0.07 -3.83
C 0.01 0.86 -0.68
O -0.79 0.36 0.10
C 1.06 1.85 -0.21
C 1.01 1.93 1.31
C -0.40 2.26 1.72
O -1.08 3.10 1.19
N -0.93 1.58 2.81
C -0.43 0.55 3.55
N 0.78 0.14 3.61
C 0.93 -0.89 4.48
C -0.20 -1.28 5.12
S -1.54 -0.33 4.61
N 2.21 -0.97 -2.35
C 3.30 -1.84 -1.97
C 2.91 -2.63 -0.73
C 2.66 -1.77 0.53
C 1.27 -2.21 1.03
C 1.02 -3.49 0.22
O 1.69 -3.30 -1.01
H 1.17 2.11 -2.86
H 0.69 0.80 -3.94
H -1.63 -0.68 -1.71
H -0.78 -0.92 -3.25
H -1.67 1.25 -4.09
H -2.53 2.74 -2.47
H -2.60 1.47 -1.26
H -4.95 1.66 -1.67
H -4.69 2.17 -3.35
H -5.21 -0.18 -3.69
H -4.34 -0.63 -2.20
H 2.06 1.57 -0.55
H 0.81 2.82 -0.64
H 1.67 2.73 1.66
H 1.33 1.00 1.77
H -1.91 1.80 2.97
H 1.91 -1.31 4.61
H -0.33 -2.06 5.84
H 1.30 -1.40 -2.26
H 4.18 -1.22 -1.79
H 3.52 -2.54 -2.79
H 3.69 -3.38 -0.52
H 2.67 -0.71 0.27
H 3.43 -1.94 1.27
H 1.26 -2.40 2.10
H 0.52 -1.46 0.79
H 1.44 -4.36 0.74
H -0.03 -3.67 0.00
*
```



[3]
ORCA calculation (ωB97M-V/def2-TZVPD) on C19H28NO5Sr as an isolated structure in a non-equilibrium geometry.

Highest occupied orbital energy: -3.958 eV
Kohn-Sham gap: 5.867 eV
ΔE to the lowest compared entry with this formula, charge and spin: 0.000 eV

The geometry in ORCA input format:
```
! RIJCOSX wB97M-V def2-TZVPD def2/J DEFGRID3
* xyz -1 1
O -6.48 2.79 2.19
C -7.62 2.74 1.25
C -8.49 3.67 2.11
H -8.01 1.72 1.17
H -7.36 3.17 0.28
C -7.28 3.66 3.06
H -9.38 3.19 2.52
H -8.70 4.63 1.66
C -7.60 3.02 4.39
H -8.11 2.05 4.27
H -8.27 3.69 4.95
H -6.68 2.88 4.98
C -6.66 5.03 3.24
H -6.47 5.51 2.27
H -5.74 4.96 3.82
H -7.37 5.66 3.80
Sr -0.08 -0.29 -0.07
C 1.80 1.69 -1.09
C 1.34 1.26 -2.37
C 0.00 1.72 -2.54
H 1.94 0.74 -3.12
C -0.37 2.43 -1.36
C 0.74 2.41 -0.46
H 0.79 2.90 0.51
H 2.80 1.54 -0.68
H -0.61 1.61 -3.44
H -1.32 2.96 -1.21
C 1.83 -1.13 2.04
C 1.58 0.26 2.19
C 0.23 0.42 2.64
H 2.29 1.07 2.04
C -0.35 -0.89 2.76
C 0.65 -1.84 2.39
H 0.55 -2.93 2.42
H 2.78 -1.58 1.76
H -0.26 1.36 2.89
H -1.36 -1.11 3.10
O -2.57 0.42 0.36
C -2.87 1.56 1.21
C -4.23 2.05 0.78
H -2.10 2.33 1.11
H -2.85 1.21 2.26
C -4.88 0.89 -0.01
H -4.13 2.93 0.13
H -4.80 2.33 1.66
C -3.69 0.07 -0.49
H -5.54 1.24 -0.82
H -5.47 0.27 0.68
H -3.44 0.31 -1.53
H -3.85 -1.01 -0.40
O 2.73 -2.90 -1.99
N 1.93 -2.15 -1.43
O 2.34 -1.15 -0.71
O 0.65 -2.31 -1.52
*
```



Question: Among the records above, which one has the lowest highest occupied orbital energy?
Answer: C19H28N4O5S